Entry 1:
# C23H19Br2F3O9S

A cluster of 4 separate species, C23H19Br2F3O9S in total (wB97M-V/def2-TZVPD, OMol25).

The geometry in ORCA input format:
```
! RIJCOSX wB97M-V def2-TZVPD def2/J DEFGRID3
* xyz 0 1
C -0.94203 3.20014 -1.89351
O 0.10752 2.70145 -2.74385
S 1.60140 2.71244 -2.09495
O 2.48174 3.03274 -3.19108
O 1.84110 1.11541 -1.91969
C 1.03734 0.50539 -0.89192
C 1.98593 -0.11447 0.12350
C 1.39778 -1.05796 1.16780
F 2.44500 -1.63663 1.83518
Br 0.43522 -2.49482 0.29062
C 0.56751 -0.30876 2.26817
F 1.45210 0.27985 3.09899
F -0.13608 0.68890 1.67871
Br -0.66346 -1.36131 3.33762
H -1.50758 3.93211 -2.46166
H -1.57950 2.36907 -1.59172
H -0.53047 3.65916 -0.99184
H 0.37882 1.24649 -0.44535
H 0.41465 -0.24697 -1.37212
H 2.54894 0.67154 0.63300
H 2.71419 -0.70555 -0.43499
C 7.45167 2.26639 -5.87257
C 7.33258 3.50334 -6.34592
C 6.10694 4.30742 -6.10063
O 6.00365 5.43513 -6.53445
C 5.02256 3.67828 -5.30841
C 5.13955 2.44086 -4.83508
C 6.36386 1.63853 -5.07809
O 6.47897 0.51165 -4.64466
H 8.33417 1.66115 -6.03734
H 8.11043 3.98346 -6.92610
H 4.13786 4.27786 -5.13687
H 4.35775 1.97139 -4.25517
C -1.93294 -5.63979 5.40839
C -2.52336 -6.77660 5.05097
C -3.71289 -6.77985 4.16078
O -4.25071 -7.81615 3.83688
C -4.21406 -5.46684 3.68320
C -3.62448 -4.32823 4.03898
C -2.43897 -4.32903 4.93047
O -1.89672 -3.29282 5.25430
H -1.06516 -5.61045 6.05500
H -2.17382 -7.74542 5.38420
H -5.07928 -5.49540 3.03312
H -3.96540 -3.35822 3.69922
C -4.84477 2.19086 2.32909
C -4.62221 1.03062 2.94078
C -4.26469 -0.18566 2.17098
O -4.03574 -1.23981 2.72329
C -4.16600 -0.06324 0.69472
C -4.39021 1.09605 0.08298
C -4.74324 2.31678 0.85251
O -4.93354 3.37517 0.29516
H -5.10214 3.09383 2.86769
H -4.68070 0.91585 4.01559
H -3.90144 -0.96590 0.15815
H -4.32762 1.21058 -0.99207
*
```

Calculated values
E_LUMO = -1.92 eV
energy = -201654.7450 eV
largest force on an atom = 0.011 Eh/bohr
frontier orbital gap = 7.99 eV

Atom charges from the Mulliken analysis, given in e for atoms 1 to 5: -0.694 -0.294 0.582 -0.433 -0.245

---

Entry 2:
# C5H8N

The ion C5H8N with charge +1 at a distorted geometry (wB97M-V/def2-TZVPD, OMol25).

The geometry in ORCA input format:
```
! RIJCOSX wB97M-V def2-TZVPD def2/J DEFGRID3
* xyz 1 1
C -0.93792 -1.66109 -0.89587
N -0.58310 -1.01529 0.15768
C -1.08897 -0.68079 1.44625
C -0.09211 0.09232 0.72866
C 0.57465 1.19526 0.48333
C 1.33108 1.52680 -0.81043
H -1.41275 -2.70870 -0.72882
H -0.39282 -1.57214 -1.94681
H -0.71136 -1.23962 2.34372
H -2.18027 -0.44426 1.52861
H 0.78431 1.88638 1.29689
H 2.17805 0.70207 -0.98932
H 1.82349 2.50696 -0.80342
H 0.70773 1.41209 -1.81047
*
```

Calculated values
E_LUMO (spin up / spin down) = -5.86 / -5.86 eV
energy = -6793.8911 eV
relative energy (zero: lowest compared OMol25 entry of this formula, charge and spin) = 4.197 eV
largest force on an atom = 0.078 Eh/bohr
SMILES = C=[N+]1C/C1=C/C
frontier orbital gap (spin up / spin down) = 8.72 / 8.71 eV

Atom charges from the Mulliken analysis, given in e for atoms 1 to 5: -0.121 0.042 -0.454 0.309 -0.145

---

Entry 3:
# C3H11N2O2S

A cluster of 2 separate species, C3H11N2O2S in total at a distorted geometry (wB97M-V/def2-TZVPD, OMol25).

The geometry in ORCA input format:
```
! RIJCOSX wB97M-V def2-TZVPD def2/J DEFGRID3
* xyz 1 1
N 1.27678 0.01067 -0.92356
C -0.11302 0.34331 -0.27552
C -0.47006 -0.52699 0.86314
S -0.49336 0.19849 2.54878
C -1.03270 0.23012 -1.57488
N -2.45680 0.09030 -1.59933
O -0.51130 0.08870 -2.60705
H 1.20439 -1.00583 -1.26808
H 1.25360 0.50518 -1.81380
H 2.07419 0.18735 -0.21764
H -0.15967 1.55000 0.00744
H -1.62596 -0.91087 0.74260
H 0.06294 -1.54464 0.58816
H -1.65826 0.84755 2.59537
H -2.86775 -0.27722 -2.37398
H -3.03547 0.33473 -0.94977
H 3.42060 -1.44177 0.82418
H 3.65857 0.09589 1.33201
O 3.45148 -0.40140 0.52415
*
```

Calculated values
E_LUMO = -3.30 eV
energy = -21191.6425 eV
relative energy (zero: lowest compared OMol25 entry of this formula, charge and spin) = 3.072 eV
largest force on an atom = 0.140 Eh/bohr
frontier orbital gap = 9.95 eV

Atom charges from the Mulliken analysis, given in e for atoms 1 to 5: -0.388 -0.021 -0.693 -0.173 0.590